Record 1
12
Properties=species:S:1:pos:R:3:forces:R:3:mulliken_charge:R:1 method="wB97M-V/def2-TZVPD" lumo_energy_ev=0.54 gap_ha=0.33129
H 1.92589 -0.13536 0.99142 -0.5 -0.7 0.8 0.269
S -2.69909 -0.48245 -0.31478 0.4 0.8 0.5 -0.153
C -1.88602 0.90016 0.52661 0.5 0.5 -3.8 -0.670
N 0.88893 0.09718 -0.76988 -1.9 0.6 -2.4 -0.312
H -1.46810 0.73657 1.42540 1.2 -1.1 3.1 0.399
C 2.09304 -0.13109 -0.06122 3.1 -1.2 -0.2 -0.728
H -2.60748 1.70127 0.60441 0.3 0.6 -0.4 0.312
H 0.79647 -0.13435 -1.80308 0.8 0.2 2.1 0.278
S 0.00602 1.50153 -0.46219 -2.0 -0.2 0.8 -0.059
H -1.51686 -0.93677 -0.68762 0.4 -0.7 -0.3 0.115
H 2.61859 -1.07571 -0.42059 -1.2 0.7 0.7 0.272
H 2.98014 0.55631 -0.07926 -1.0 0.5 -0.9 0.276

=====

Record 2
55
Properties=species:S:1:pos:R:3:forces:R:3:mulliken_charge:R:1 method="wB97M-V/def2-TZVPD" lumo_energy_ev=0.57 gap_ha=0.32267
H 1.85250 2.33141 4.42501 0.0 0.0 0.0 0.448
H 2.35842 0.83809 3.59841 -0.1 0.1 0.1 0.386
C 1.50875 1.47132 3.84991 0.2 -0.1 0.1 -1.462
H -0.28494 -4.44877 2.12469 0.0 -0.1 0.0 0.338
C -0.10793 -3.41744 2.41972 0.2 0.1 -0.4 -1.171
C -0.29149 -1.98385 -0.39752 0.0 0.0 -0.3 1.116
H 0.79676 0.88494 4.43480 0.0 0.0 0.0 0.415
H -2.61104 0.49909 -2.26170 0.0 0.1 -0.1 0.501
C -0.96908 -1.00063 0.29475 0.0 0.0 0.0 -0.197
O -0.36824 3.24103 -0.94592 -0.1 0.0 -0.2 -0.662
C -1.80187 -0.09800 -0.37529 0.2 -0.2 -0.4 -0.783
C -1.97233 -0.19946 -1.74707 0.0 0.1 0.4 -0.765
H 0.86379 -1.05047 -4.07161 -0.1 0.0 -0.1 0.236
H 2.62331 -2.14020 -2.64776 0.1 0.0 0.1 0.196
C -1.31797 -1.19709 -2.44952 0.1 -0.3 -0.1 -0.699
H -1.47023 -1.26666 -3.51473 0.0 0.0 -0.1 0.309
H -4.04122 3.30027 0.61744 0.2 0.0 0.0 0.346
C -2.10705 3.61904 1.43913 0.3 -0.1 -0.2 0.850
C -0.10053 2.78928 0.14676 0.3 0.2 0.6 0.505
O 2.24172 0.44899 1.48069 0.2 -0.1 0.0 -0.671
H -2.87287 4.03170 -0.53045 0.0 -0.1 0.1 0.329
H -0.85576 -0.87701 1.35968 0.0 -0.1 0.1 0.653
C -3.00674 3.28323 0.25519 -0.4 0.3 0.2 -0.707
C -0.47275 -2.08780 -1.80264 0.0 0.0 0.2 0.881
H -1.47630 3.76190 3.67116 0.2 0.0 0.1 0.299
H 1.31861 -2.10784 -5.41369 -0.1 0.0 0.0 0.412
H -0.62663 -3.08429 -4.28703 0.1 -0.1 0.1 0.339
C 2.67645 -2.15285 -3.73364 -0.2 0.1 -0.1 -1.137
C 1.51779 1.38094 -0.98319 0.2 -0.1 -0.2 -1.222
C 0.93380 -2.79137 1.49647 0.0 0.0 0.5 0.121
C -2.38747 1.00321 0.40889 -0.2 -0.1 0.5 0.300
H 1.14412 -1.75187 1.77309 0.0 -0.1 -0.1 -0.158
C 1.41730 1.33728 1.43034 -0.1 0.0 0.0 0.797
N -0.59476 3.24379 3.76620 -0.1 -0.2 0.2 -0.386
H 0.79514 -4.10808 -3.99433 -0.1 0.1 0.0 0.442
O 0.57993 -2.87603 0.12873 -0.1 0.0 -0.3 -0.497
H 3.30434 -1.32842 -4.06181 0.1 0.0 0.0 0.354
N 0.94753 1.86070 0.26434 0.0 0.0 -0.3 0.115
H 0.25690 -3.40178 3.44332 0.0 0.0 0.1 0.408
H -0.40576 2.75565 4.62481 0.1 0.0 -0.1 0.203
H 1.86748 -3.35705 1.56359 -0.1 0.1 0.0 0.423
H -1.05295 -2.88249 2.37382 -0.1 0.0 0.1 0.301
C 0.35365 -3.12770 -3.79583 0.0 0.2 -0.6 -0.723
O 0.21862 -3.09137 -2.38991 -0.1 0.1 0.4 -0.538
O -2.71872 2.04212 -0.36800 -0.1 -0.2 -0.2 -0.309
C -0.74235 3.13258 1.39488 0.2 0.3 0.2 -0.207
C -0.14430 2.76575 2.60205 -0.1 0.3 -0.6 0.515
H 2.29180 0.65517 -0.74911 -0.1 0.1 0.0 0.398
N 0.91858 1.91020 2.60010 -0.1 0.1 0.3 0.056
C 1.27810 -2.02797 -4.32595 0.0 -0.3 0.3 -0.215
H 1.93374 2.22442 -1.53343 0.0 -0.1 0.0 0.320
O -2.59211 4.20143 2.40162 -0.2 0.1 -0.1 -0.773
H 3.13938 -3.08712 -4.04291 0.1 -0.1 0.0 0.359
H 0.73451 0.91999 -1.58510 0.0 0.0 0.0 0.264
O -2.47964 1.01011 1.61858 -0.2 -0.1 -0.3 -0.651